Model P:
ORCA calculation (wB97M-V/def2-TZVPD) on a structure of composition C5H6O3.

As for the frontier orbital gap: 9.888 eV. Its total charge is 0. The value obtained for the HOMO energy is -10.0000 eV.

Atoms and positions in Å:
C1 0.633 0.750 -0.463
C2 -0.510 0.795 0.256
C3 -0.939 -0.404 0.894
C4 -0.036 -1.446 0.033
C5 0.516 -0.637 -1.145
H1 0.779 2.795 -0.241
H2 1.352 0.364 0.413
H3 -1.992 -0.506 0.800
H4 -0.475 -0.262 2.010
H5 0.871 -1.852 0.608
H6 -0.712 -2.361 -0.166
O1 0.984 1.891 -1.079
O2 -1.137 1.823 0.367
O3 0.665 -0.951 -2.289

Model Q:
ORCA calculation (wB97M-V/def2-TZVPD) on a structure of composition C5H6O3.

As for the frontier orbital gap: 7.860 eV. Its total charge is 0. The value obtained for the HOMO energy is -8.4766 eV.

Atoms and positions in Å:
C1 -0.029 1.936 -0.185
C2 -1.441 -0.679 0.129
C3 0.152 0.666 0.603
C4 0.721 -0.965 -0.389
C5 -0.606 -1.548 -0.454
O1 1.732 -1.647 0.177
O2 -2.440 -0.255 0.597
O3 0.505 0.622 1.749
H1 1.406 -2.067 0.990
H2 1.096 -0.336 -1.192
H3 -0.845 -2.530 -0.845
H4 -1.056 2.031 -0.539
H5 0.197 2.809 0.429
H6 0.607 1.963 -1.071

Model R:
ORCA calculation (wB97M-V/def2-TZVPD) on a structure of composition C5H6O3.

As for the frontier orbital gap: 9.350 eV. Its total charge is 0. The value obtained for the HOMO energy is -8.4816 eV.

Atoms and positions in Å:
C1 2.067 -0.051 0.082
C2 0.166 0.576 -0.364
C3 0.040 -0.730 -0.293
C4 -1.476 -1.258 -0.106
C5 -1.276 1.285 0.074
H1 2.441 -0.339 -0.889
H2 3.063 0.112 0.735
H3 -1.227 -1.781 0.857
H4 -2.067 -1.748 -1.134
H5 -0.897 1.938 1.178
H6 -1.939 1.842 -0.681
O1 1.342 1.185 -0.090
O2 -2.203 0.102 0.257
O3 1.298 -1.157 0.280

Computed relative energies in units of kcal/mol: model P 0.0; model Q 2.7; model R 71.0